12 unconnected molecules or ions with the total composition C60H155N11O19. Source: the Open Molecules 2025 dataset; level of theory: wB97M-V/def2-TZVPD.

Geometry as XYZ:
```
245
C60H155N11O19 (wB97M-V/def2-TZVPD)
C 7.768 -4.820 3.015
C 7.590 -3.356 2.653
C 6.929 -3.236 1.237
O 6.776 -1.942 0.943
C 5.928 -1.579 -0.184
N 6.746 -2.701 3.623
H 8.423 -5.458 2.440
H 6.757 -5.317 3.146
H 8.210 -5.026 3.989
H 8.602 -2.959 2.612
H 5.937 -3.774 1.356
H 7.538 -3.845 0.508
H 4.988 -2.142 -0.257
H 6.551 -1.812 -1.074
H 5.848 -0.457 -0.196
H 6.515 -1.770 3.380
H 7.096 -2.888 4.521
C 3.781 -6.499 -1.478
C 3.279 -5.536 -2.630
C 1.837 -5.906 -2.941
O 1.027 -5.643 -1.821
C -0.355 -5.869 -2.093
N 3.327 -4.059 -2.334
H 3.179 -6.208 -0.593
H 4.807 -6.309 -1.237
H 3.521 -7.562 -1.704
H 3.755 -5.705 -3.598
H 1.769 -6.991 -3.199
H 1.459 -5.256 -3.748
H -0.592 -6.947 -2.235
H -0.691 -5.225 -2.903
H -0.958 -5.505 -1.188
H 4.318 -3.756 -2.244
H 2.844 -3.831 -1.445
C -0.569 6.467 -2.091
C -0.291 5.932 -0.669
C 0.110 7.059 0.260
O 0.710 6.451 1.355
C 0.656 7.285 2.475
N -1.545 5.331 -0.161
H 0.230 7.026 -2.555
H -1.469 7.110 -2.014
H -0.710 5.589 -2.711
H 0.524 5.238 -0.650
H -0.752 7.627 0.585
H 0.844 7.709 -0.243
H -0.363 7.292 2.921
H 0.898 8.370 2.246
H 1.315 6.926 3.259
H -1.916 4.708 -0.889
H -1.216 4.679 0.573
C 2.873 -0.398 -4.445
C 2.084 -1.667 -4.459
C 0.529 -1.496 -4.699
O 0.367 -0.854 -5.931
C -0.986 -0.855 -6.386
N 2.561 -2.610 -5.428
H 2.795 0.019 -5.418
H 3.898 -0.597 -4.124
H 2.355 0.272 -3.840
H 2.085 -2.080 -3.399
H 0.102 -0.907 -3.893
H -0.013 -2.415 -4.684
H -1.586 -0.488 -5.583
H -1.456 -1.919 -6.556
H -0.957 -0.331 -7.312
H 2.943 -2.162 -6.260
H 3.339 -3.114 -5.005
C -4.594 -2.308 -1.108
C -4.036 -1.361 -2.114
O -2.610 -1.583 -2.289
H -4.008 -2.216 -0.225
H -4.565 -3.316 -1.516
H -5.569 -2.037 -0.743
H -4.113 -0.244 -1.945
H -4.619 -1.516 -3.041
H -2.279 -0.694 -2.470
C -0.530 -0.213 -10.602
O -0.529 0.648 -9.476
C 0.024 1.945 -9.655
C -0.491 2.853 -8.559
N -0.195 2.233 -7.222
C 0.307 3.155 -6.204
C 0.439 2.462 -4.862
O -0.872 2.320 -4.275
C -0.755 1.770 -2.956
H -0.690 -1.265 -10.266
H 0.404 -0.235 -11.075
H -1.216 0.133 -11.353
H -0.390 2.311 -10.653
H 1.131 1.979 -9.668
H -1.566 2.970 -8.744
H 0.064 3.766 -8.605
H -1.001 1.717 -6.962
H -0.310 4.069 -6.009
H 1.284 3.505 -6.451
H 1.099 3.057 -4.149
H 0.893 1.513 -5.080
H -0.068 0.919 -2.841
H -1.834 1.637 -2.639
H -0.387 2.505 -2.227
C 3.181 2.187 -1.508
O 4.026 1.519 -0.568
C 3.315 1.554 0.691
C 4.012 0.748 1.837
N 3.300 1.006 3.079
C 4.051 0.325 4.123
C 3.225 0.239 5.408
O 2.133 -0.595 5.082
C 1.166 -0.788 6.112
H 3.738 2.265 -2.431
H 2.923 3.180 -1.059
H 2.278 1.595 -1.727
H 2.276 1.170 0.490
H 3.348 2.633 1.021
H 5.008 1.088 2.116
H 3.972 -0.300 1.620
H 2.390 0.604 2.978
H 4.905 0.957 4.429
H 4.474 -0.681 3.995
H 2.970 1.261 5.790
H 3.865 -0.278 6.146
H 1.164 -0.014 6.846
H 1.420 -1.752 6.572
H 0.228 -1.059 5.639
C -4.322 3.580 -2.101
O -4.685 2.722 -3.193
C -4.516 3.428 -4.380
C -4.660 2.517 -5.562
N -6.014 2.010 -5.694
C -6.294 1.071 -6.792
C -6.094 1.568 -8.181
O -4.766 1.870 -8.530
C -3.923 0.764 -8.847
H -4.629 3.124 -1.170
H -4.921 4.493 -2.161
H -3.253 3.850 -2.076
H -3.554 3.886 -4.320
H -5.309 4.161 -4.505
H -3.908 1.712 -5.546
H -4.508 3.168 -6.469
H -6.308 1.473 -4.890
H -7.303 0.681 -6.722
H -5.549 0.239 -6.700
H -6.689 2.457 -8.328
H -6.432 0.811 -8.871
H -4.312 -0.154 -8.405
H -2.931 0.921 -8.478
H -3.917 0.596 -9.946
C -7.586 -2.183 3.713
O -6.299 -1.625 3.618
C -5.890 -1.298 2.295
C -4.442 -0.900 2.270
N -4.127 0.280 3.012
C -4.255 1.493 2.233
C -4.045 2.833 3.033
O -4.887 2.858 4.163
C -5.438 4.103 4.592
H -7.623 -3.062 3.072
H -8.314 -1.574 3.146
H -7.712 -2.280 4.763
H -6.331 -0.374 1.947
H -6.034 -2.138 1.503
H -4.211 -0.723 1.255
H -3.781 -1.710 2.586
H -4.697 0.303 3.875
H -5.304 1.620 1.894
H -3.617 1.445 1.331
H -4.205 3.623 2.306
H -3.018 2.825 3.209
H -6.212 3.823 5.293
H -5.668 4.747 3.788
H -4.635 4.610 5.169
C 4.256 -4.919 5.308
O 3.006 -5.569 5.310
C 2.976 -6.767 4.584
C 1.571 -7.142 4.215
N 0.829 -6.015 3.698
C -0.579 -6.184 3.687
C -1.365 -4.945 3.312
O -2.617 -5.442 2.850
C -3.643 -4.525 2.604
H 4.855 -5.375 6.156
H 4.115 -3.867 5.341
H 4.886 -5.126 4.428
H 3.458 -7.635 5.191
H 3.609 -6.784 3.698
H 1.094 -7.548 5.098
H 1.553 -7.982 3.529
H 1.033 -5.238 4.256
H -0.981 -6.581 4.590
H -0.731 -6.928 2.887
H -0.760 -4.301 2.598
H -1.571 -4.394 4.218
H -3.839 -3.867 3.479
H -4.567 -5.094 2.359
H -3.288 -3.795 1.899
C 3.278 4.245 4.203
O 2.456 5.236 4.703
C 2.538 5.434 6.101
C 1.102 5.790 6.584
N 0.168 4.700 6.683
C 0.237 3.690 7.719
C -0.904 2.700 7.581
O -0.655 1.852 6.437
C -1.821 1.335 5.896
H 4.334 4.546 4.119
H 2.831 3.899 3.308
H 3.286 3.325 4.892
H 3.192 6.350 6.378
H 2.938 4.508 6.578
H 0.745 6.514 5.865
H 1.165 6.251 7.558
H 0.042 4.318 5.774
H 0.114 4.210 8.678
H 1.219 3.143 7.710
H -1.814 3.217 7.467
H -0.932 1.949 8.416
H -2.483 0.933 6.725
H -1.585 0.669 5.102
H -2.515 2.142 5.521
C 0.334 2.573 2.503
O -0.949 2.714 1.804
C -1.052 1.903 0.620
C -1.113 0.397 0.916
N 0.190 -0.344 0.739
C -0.011 -1.755 0.580
C 1.334 -2.438 0.791
O 1.862 -2.176 2.097
C 3.057 -2.930 2.371
H 1.157 2.662 1.757
H 0.361 1.585 3.031
H 0.391 3.322 3.261
H -0.153 2.010 -0.008
H -1.946 2.251 0.066
H -1.739 -0.081 0.130
H -1.689 0.223 1.905
H 0.795 -0.139 1.565
H -0.344 -1.980 -0.414
H -0.686 -2.179 1.344
H 2.037 -1.964 0.073
H 1.287 -3.514 0.587
H 3.946 -2.642 1.773
H 2.894 -3.996 2.307
H 3.246 -2.732 3.430
```

ΔE to the lowest compared entry with this formula, charge and spin, kcal/mol: 48.9
Total charge: 0
HOMO level, eV: -8.42
Total energy, a.u.: -4410.33917
SMILES string: COC[C@H](C)N.COC[C@H](C)N.COC[C@H](C)N.COC[C@H](C)N.COCCNCCOC.COCCNCCOC.COCCNCCOC.COCCNCCOC.COCCNCCOC.COCCNCCOC.COCCNCCOC.CCO

Results of the Mulliken charge analysis, in e, for atoms 1 through 2: atom 1 (C): -1.42, atom 2 (C): 0.29